No. 1
DFT (ωB97M-V/def2-TZVPD) results for a structure of composition C44H55InN3OP2S5 in a non-equilibrium geometry.

Geometry as XYZ:
```
111
Properties=species:S:1:pos:R:3:forces:R:3
In -1.2328 1.1814 0.0186 0.07 0.48 -1.61
C -2.3820 0.3576 3.1270 0.08 0.06 0.06
C -1.2040 1.2940 3.3648 0.00 0.11 0.27
S -0.9204 2.6039 2.1347 0.27 -0.11 0.97
C -2.1376 3.8644 2.6000 -0.26 0.06 -0.04
C -3.6094 3.5592 2.3232 -0.06 0.05 -0.10
S -3.7941 3.0287 0.6102 -0.08 -0.07 0.06
C -5.1497 1.8454 0.6405 -0.05 0.20 0.06
C -5.1394 1.1184 -0.6918 -0.06 -0.24 -0.02
S -3.6891 0.0927 -1.0866 -0.18 0.04 -0.25
C -4.0255 -1.4104 -0.1612 -0.14 0.04 -0.08
C -3.7859 -1.3186 1.3386 -0.07 0.07 -0.05
S -2.1391 -0.6225 1.6292 -0.18 -0.61 0.56
H -3.3176 0.9028 3.0351 -0.04 -0.02 -0.01
H -2.4655 -0.3333 3.9667 0.05 0.01 0.02
H -0.2707 0.7301 3.4183 -0.15 0.05 0.07
H -1.3277 1.8039 4.3213 -0.01 -0.04 0.03
H -1.8189 4.7504 2.0480 -0.02 -0.01 0.10
H -1.9892 4.0830 3.6579 0.10 -0.04 0.00
H -4.1869 4.4696 2.4799 0.02 0.01 0.09
H -4.0109 2.7980 2.9874 0.03 -0.01 0.08
H -6.0880 2.3877 0.7579 -0.05 -0.08 -0.03
H -5.0390 1.1657 1.4809 0.01 0.01 0.06
H -5.2274 1.8305 -1.5122 0.01 -0.01 -0.03
H -5.9956 0.4459 -0.7532 -0.05 0.05 -0.05
H -3.3612 -2.1573 -0.5940 -0.09 0.02 0.04
H -5.0479 -1.7251 -0.3739 0.00 -0.03 0.09
H -3.8034 -2.3217 1.7643 0.09 0.01 0.07
H -4.5347 -0.7267 1.8584 0.01 0.06 0.00
C -3.2337 3.3984 -3.7236 0.02 0.00 -0.01
C -2.4495 3.4000 -2.4466 0.00 -0.14 -0.01
O -2.2309 2.3395 -1.8262 0.19 -0.05 -0.10
N -2.0239 4.5786 -1.9921 -0.10 0.09 0.05
C -1.2727 4.7115 -0.7532 0.05 -0.12 -0.03
C 0.1206 4.1862 -0.9313 0.08 -0.04 -0.07
C 1.1139 5.0134 -1.4216 -0.01 0.02 0.09
C 2.3615 4.4890 -1.7205 0.03 -0.04 0.00
C 2.5655 3.1372 -1.5201 0.03 0.10 -0.03
C 1.5278 2.3827 -1.0096 -0.08 0.09 0.07
N 0.3261 2.8724 -0.7084 0.20 0.04 -0.24
H -3.4042 2.3759 -4.0467 0.00 0.00 0.01
H -2.7028 3.9401 -4.5066 0.00 0.01 0.00
H -4.1930 3.8956 -3.5689 0.00 0.00 0.00
H -2.1992 5.4009 -2.5491 -0.03 0.01 0.03
H -1.7743 4.1407 0.0226 -0.02 0.10 -0.13
H -1.2722 5.7589 -0.4614 0.04 0.03 -0.04
H 0.9055 6.0645 -1.5709 0.00 0.01 -0.01
H 3.1500 5.1219 -2.1048 0.00 0.00 -0.01
H 3.5150 2.6732 -1.7448 0.01 0.00 0.02
H 1.6654 1.3315 -0.8151 -0.03 0.09 -0.04
C 2.8434 -6.1601 0.6098 0.03 0.02 0.02
S 3.6282 -4.7143 1.3579 0.01 -0.02 -0.01
C 4.1319 -3.7893 -0.1292 -0.07 -0.03 0.07
C 3.5282 -2.3872 -0.1673 -0.05 0.19 -0.05
C 2.0140 -2.4470 -0.2269 0.03 0.08 -0.03
N 1.2935 -1.1240 -0.1588 -0.06 -0.33 0.06
P 1.0703 -0.2829 1.3147 0.44 0.30 0.03
C 1.2814 -1.5304 2.6243 0.04 0.02 0.04
C 0.3473 -2.5599 2.7867 0.04 -0.03 -0.01
C 0.5340 -3.5361 3.7504 0.01 0.01 0.00
C 1.6483 -3.4928 4.5788 -0.01 -0.02 0.00
C 2.5880 -2.4888 4.4179 0.00 0.01 0.00
C 2.4139 -1.5156 3.4446 -0.06 -0.04 -0.01
C 2.4888 0.8352 1.6022 0.19 -0.16 -0.07
C 3.5604 0.9471 0.7209 0.09 -0.10 0.25
C 4.6019 1.8294 0.9765 -0.01 -0.05 -0.02
C 4.5811 2.6194 2.1144 0.01 0.02 0.02
C 3.5257 2.5073 3.0108 0.01 0.02 0.00
C 2.4909 1.6224 2.7569 -0.13 0.01 -0.08
P 0.2356 -0.7279 -1.4228 -0.24 -0.20 0.43
C 1.2885 -0.8833 -2.8960 -0.15 0.23 -0.14
C 2.4700 -0.1375 -2.9755 0.02 -0.04 0.04
C 3.3272 -0.2879 -4.0501 -0.02 -0.01 0.00
C 3.0135 -1.1773 -5.0704 0.02 0.01 -0.01
C 1.8446 -1.9171 -5.0049 -0.03 0.01 0.01
C 0.9796 -1.7711 -3.9288 0.10 0.06 0.02
C -1.0043 -2.0349 -1.6361 0.11 0.00 -0.19
C -1.9286 -1.8600 -2.6709 0.12 -0.08 -0.11
C -2.8084 -2.8786 -3.0044 0.01 -0.01 0.01
C -2.7875 -4.0720 -2.2913 -0.02 0.02 0.01
C -1.9007 -4.2363 -1.2346 -0.01 0.01 0.01
C -1.0075 -3.2232 -0.9075 0.00 -0.02 0.06
H 2.6274 -6.8541 1.4197 -0.01 0.00 0.00
H 3.5235 -6.6474 -0.0852 0.00 -0.01 0.01
H 1.9127 -5.9030 0.1045 -0.01 0.01 -0.02
H 3.8362 -4.3656 -1.0072 0.00 0.00 0.00
H 5.2183 -3.7201 -0.1331 -0.01 0.01 -0.04
H 3.9160 -1.8462 -1.0354 0.04 0.01 0.01
H 3.8392 -1.8483 0.7290 0.03 0.07 0.06
H 1.6734 -3.0623 0.6066 -0.02 -0.02 -0.03
H 1.7050 -2.9346 -1.1538 0.02 0.03 -0.02
H -0.5175 -2.6176 2.1428 -0.02 -0.03 -0.02
H -0.1875 -4.3357 3.8548 -0.01 0.01 0.01
H 1.7884 -4.2488 5.3397 0.00 -0.01 -0.01
H 3.4711 -2.4663 5.0419 0.00 0.01 0.00
H 3.1727 -0.7569 3.3253 0.02 0.01 0.01
H 3.6040 0.3146 -0.1521 0.00 -0.07 -0.15
H 5.4409 1.8850 0.2945 -0.01 0.00 -0.01
H 5.3915 3.3072 2.3145 0.01 -0.01 0.01
H 3.5211 3.0960 3.9183 -0.01 0.01 0.00
H 1.6997 1.5212 3.4907 0.00 0.04 0.02
H 2.7471 0.5461 -2.1865 0.02 -0.11 -0.07
H 4.2440 0.2847 -4.0934 0.00 0.01 0.00
H 3.6829 -1.2941 -5.9120 0.00 0.00 0.00
H 1.5997 -2.6169 -5.7923 0.00 0.00 0.00
H 0.0830 -2.3686 -3.9022 -0.04 -0.05 0.01
H -1.9353 -0.9394 -3.2456 0.01 -0.02 -0.01
H -3.5021 -2.7477 -3.8245 0.00 0.01 0.00
H -3.4619 -4.8741 -2.5600 0.00 0.00 0.00
H -1.8860 -5.1648 -0.6795 -0.01 0.00 0.01
H -0.3024 -3.3768 -0.1017 -0.03 -0.01 -0.01
```
Forces are in eV/Å.

Values from the calculation:
Multiplicity ... 1
Net charge ... +3
Frontier orbital gap ... 5.9 eV
LUMO level ... -0.302 Eh

Atom charges from the Löwdin analysis, given in e for atoms 1 to 5: 0.393 -0.418 -0.459 0.901 -0.446

***

No. 2
DFT (ωB97M-V/def2-TZVPD) results for a structure of composition C13H14BCsIN8.

Geometry as XYZ:
```
38
Properties=species:S:1:pos:R:3:forces:R:3
Cs -0.3070 -0.0648 0.0566 -0.10 0.15 0.57
C 1.9214 -3.7618 -1.4672 0.03 0.03 0.03
C 2.3380 -2.4362 -1.2618 -0.03 0.01 -0.01
N 1.4336 -1.5700 -1.7003 0.24 0.01 -0.06
N 0.4179 -2.3096 -2.1859 -0.09 -0.38 0.01
C 0.6904 -3.6309 -2.0616 0.06 0.07 0.02
B -0.8457 -1.8609 -2.9654 0.11 -0.05 -0.39
N -2.0702 -2.4919 -2.2841 -0.15 -0.26 -0.27
C -3.0183 -3.3657 -2.6972 -0.02 0.03 0.11
C -3.8903 -3.5658 -1.6516 0.01 0.07 0.17
C -3.3862 -2.7567 -0.6161 -0.03 -0.16 -0.29
N -2.2944 -2.1200 -1.0093 0.01 0.16 0.33
N -1.0835 -0.3295 -3.0109 -0.34 -0.01 -0.11
C -2.2110 0.1638 -3.5784 0.07 0.05 0.03
C -2.0859 1.5288 -3.6641 0.04 0.04 0.03
C -0.8176 1.7855 -3.1164 0.00 -0.03 0.02
N -0.2187 0.6650 -2.7331 0.14 0.22 -0.24
N -0.6496 -2.3292 -4.4280 0.16 0.27 0.01
C 0.3843 -1.8765 -5.1797 -0.15 -0.14 0.06
C 0.2812 -2.4543 -6.4210 0.06 -0.07 -0.09
C -0.8670 -3.2615 -6.3324 -0.01 0.20 0.04
N -1.4306 -3.1636 -5.1369 0.04 -0.23 -0.04
H 2.4433 -4.6713 -1.2258 -0.01 0.00 0.00
H 3.2529 -2.0707 -0.8204 0.00 -0.02 -0.01
H 0.0024 -4.3777 -2.4241 -0.03 0.03 0.00
H -2.9950 -3.7672 -3.6940 0.04 0.03 0.00
H -4.7581 -4.2024 -1.6447 0.00 0.01 0.02
H -3.7650 -2.6134 0.3839 -0.01 -0.01 0.00
H -3.0044 -0.4904 -3.9020 0.01 -0.02 0.04
H -2.7946 2.2312 -4.0670 0.00 -0.01 0.00
H -0.3128 2.7298 -2.9790 -0.01 0.00 -0.02
H 1.1061 -1.1872 -4.7698 -0.01 -0.01 0.00
H 0.9391 -2.3182 -7.2624 -0.01 -0.01 0.01
H -1.3095 -3.8938 -7.0859 -0.02 0.01 0.01
I -0.5936 3.1481 2.5158 0.00 0.03 0.05
C 0.5650 1.7264 3.3942 -0.01 -0.16 -0.22
H 0.0697 0.8857 3.8544 0.02 0.08 0.08
H 1.6057 1.6868 3.1128 -0.01 0.05 0.10
```
Forces are in eV/Å.

Values from the calculation:
Multiplicity ... 2
Frontier orbital gap (alpha / beta) ... 8.2 / 7.2 eV
LUMO level (alpha / beta) ... -0.012 / -0.048 Eh

Atom charges from the Löwdin analysis, given in e for atoms 1 to 5: 1.021 -0.061 -0.179 -0.084 -0.049

***

No. 3
DFT (ωB97M-V/def2-TZVPD) results for a cluster of 4 separate species, C4H14NO3 in total in a non-equilibrium geometry.

Geometry as XYZ:
```
22
Properties=species:S:1:pos:R:3:forces:R:3
C 0.9961 0.1210 1.7071 0.38 1.10 -1.83
C 0.7241 -0.1340 0.2426 -0.67 -0.83 -0.49
C 1.6078 -0.3044 -0.7358 -0.52 0.79 0.90
C -1.1985 -0.9660 -1.0097 0.06 -0.50 0.16
N -0.7148 -0.2710 -0.0645 1.12 -0.45 1.07
H 0.3808 0.9768 2.0100 -0.05 -0.37 0.35
H 0.9023 -0.7556 2.3333 0.03 0.01 0.20
H 2.0042 0.5295 1.6026 0.13 -0.34 1.03
H 1.2502 -0.3454 -1.7525 0.51 -0.18 -0.22
H 2.6548 -0.2378 -0.4652 -0.03 -0.11 -0.48
H -2.2508 -1.2033 -1.1104 -0.02 0.40 0.22
H -0.4958 -1.4510 -1.6790 -0.13 0.21 -0.17
H -1.2490 0.0179 0.7662 -0.88 0.35 -0.87
H 3.9994 3.2898 -3.3399 -0.22 -0.34 -0.60
H 3.6638 3.2542 -1.9451 -0.31 -0.13 0.68
O 3.3892 2.8219 -2.7553 0.51 0.44 -0.04
H -2.2223 -3.1410 1.8742 -0.39 0.15 -0.13
H -1.0084 -3.4941 1.0940 -0.44 0.25 -0.37
O -1.8371 -2.9845 1.0026 0.88 -0.39 0.49
H -2.6873 1.6923 2.1816 0.06 0.04 0.61
H -3.2148 1.8740 0.7954 0.16 -0.36 -0.05
O -2.7090 1.2471 1.3372 -0.16 0.27 -0.47
```
Forces are in eV/Å.

Values from the calculation:
Multiplicity ... 1
Net charge ... +1
Frontier orbital gap ... 9.4 eV
LUMO level ... -0.167 Eh

Atom charges from the natural (NBO) analysis, given in e for atoms 1 to 5: -0.664 0.140 -0.348 0.145 -0.426

***

No. 4
DFT (ωB97M-V/def2-TZVPD) results for a structure of composition C2H3NO3 in a non-equilibrium geometry.

Geometry as XYZ:
```
9
Properties=species:S:1:pos:R:3:forces:R:3
C -1.8118 0.3669 -0.9111 -0.33 1.73 -0.30
C -0.4870 -0.7309 0.0107 2.67 -0.74 -2.51
N -0.5136 0.6527 -0.3537 -1.75 1.36 0.65
O -2.6269 0.9268 -1.5838 1.13 -0.85 0.77
O -1.8428 -0.8295 -0.2241 -1.59 -0.33 -1.18
O 0.5444 1.2891 -0.9320 0.83 2.69 -0.11
H 0.1842 -1.2245 -0.7689 -0.94 -0.16 1.03
H -0.2626 -1.0308 0.9690 0.78 -0.32 2.29
H 0.6430 2.2827 -0.5837 -0.81 -3.38 -0.64
```
Forces are in eV/Å.

Values from the calculation:
Multiplicity ... 1
Frontier orbital gap ... 10.6 eV
LUMO level ... 0.018 Eh

Atom charges from the natural (NBO) analysis, given in e for atoms 1 to 5: 0.846 0.093 -0.203 -0.543 -0.477

***

The following relative energy (zero: lowest compared OMol25 entry of this formula, charge and spin) values (in kJ/mol) correspond, in order, to the records above: 97.00; 5.15; 174.31; 359.05.